{"formula": "C17H21N3O4S3", "method": "wB97M-V/def2-TZVPD", "smiles": "CC1(C)SCCCN(S(=O)(=O)c2ccc(-c3ccccn3)s2)[C@H]1C(=O)NO", "homo_ha": -0.322, "multiplicity": 1, "gap_ev": 8.2, "e_above_lowest_kj_mol": 193.1, "elements": ["C", "C", "C", "S", "C", "C", "C", "N", "S", "O", "O", "C", "C", "C", "C", "C", "C", "C", "C", "C", "N", "S", "C", "C", "O", "N", "O", "H", "H", "H", "H", "H", "H", "H", "H", "H", "H", "H", "H", "H", "H", "H", "H", "H", "H", "H", "H", "H"], "positions_angstrom": [[-3.113368, 0.038467, 0.291124], [-2.726495, 0.238727, 1.765381], [-4.019679, 0.480498, 2.578011], [-1.989526, -1.300020, 2.421412], [-0.668842, -0.976639, 3.718465], [0.616512, -0.625672, 2.941195], [0.713470, 0.785783, 2.314789], [-0.424291, 1.030679, 1.414689], [-0.036040, 1.572821, -0.190098], [0.872000, 2.735688, -0.118034], [-1.190917, 1.890352, -1.028606], [0.836332, 0.206866, -0.904864], [0.597251, -1.138363, -0.681500], [1.383458, -1.977960, -1.597152], [2.185427, -1.211758, -2.460915], [3.098814, -1.755324, -3.451503], [3.598188, -0.992482, -4.518917], [4.443465, -1.583464, -5.431853], [4.812334, -2.932803, -5.261563], [4.251393, -3.630324, -4.192984], [3.421782, -3.060260, -3.290307], [2.013459, 0.557430, -2.124259], [-1.720196, 1.384348, 2.033304], [-2.236502, 2.863753, 1.935309], [-2.339155, 3.506427, 3.010985], [-2.569161, 3.501191, 0.741569], [-3.022881, 4.862245, 0.656655], [-3.924767, -0.698587, 0.223432], [-3.426751, 0.915747, -0.189228], [-2.251804, -0.349680, -0.288228], [-3.742194, 0.655574, 3.617968], [-4.528235, 1.346593, 2.174089], [-4.654319, -0.431999, 2.558320], [-1.004939, -0.207088, 4.428132], [-0.488418, -1.903122, 4.301044], [1.455790, -0.720508, 3.627524], [0.796609, -1.371904, 2.179305], [1.710828, 0.814733, 1.777661], [0.801848, 1.547552, 3.119721], [-0.146592, -1.480839, 0.046343], [1.352911, -3.057463, -1.624902], [3.323207, 0.013775, -4.677618], [4.807447, -1.047478, -6.321352], [5.455559, -3.393224, -5.977713], [4.515806, -4.687268, -4.107371], [-1.514405, 1.366759, 3.108747], [-2.400067, 2.969499, -0.104658], [-2.924344, 5.248724, 1.558450]], "forces_ev_per_a": [[1.3, -2.2, 0.5], [-0.9, 0.9, 0.6], [0.5, -0.6, 0.0], [0.2, -1.4, 0.4], [-0.1, 0.5, -1.2], [0.2, 0.6, 0.8], [1.0, -0.6, 0.2], [0.3, 1.1, -2.4], [1.1, 2.8, 0.6], [-0.7, -2.3, 0.2], [0.3, -1.4, 1.2], [-0.2, -0.8, 0.5], [0.7, 0.2, -1.3], [0.1, 2.4, 0.1], [-1.6, 0.5, 2.1], [0.9, -0.8, -0.7], [0.2, -1.0, 0.2], [0.6, -0.9, -0.4], [-1.0, 1.2, 0.4], [0.0, 0.7, -0.1], [0.4, 0.1, -0.8], [-0.2, -2.0, -0.1], [0.1, -0.2, -0.4], [-0.8, 3.1, 0.6], [0.2, -1.3, -1.8], [0.3, -1.1, 2.1], [0.6, -1.6, 0.4], [0.2, 0.1, 0.1], [-0.5, 1.4, -0.4], [-0.5, 0.1, 0.3], [-0.2, 0.2, 0.1], [-0.4, 0.2, 0.0], [0.3, 0.7, -0.2], [0.2, -0.2, -0.2], [-0.6, 0.4, -0.6], [0.3, 0.1, 0.2], [-0.2, -0.2, -0.2], [-1.3, 0.2, 0.2], [-0.4, -0.2, -0.6], [0.4, 0.0, -0.3], [0.1, 0.1, 0.0], [-0.4, 1.0, 0.1], [-0.2, -0.1, 0.6], [0.3, -0.4, -0.2], [-0.4, 0.3, 0.4], [-0.1, 0.1, -0.2], [-0.1, 1.0, -0.5], [0.2, -0.9, -0.4]], "mulliken_charge": [-1.50, 1.89, -1.71, -0.18, -0.62, -0.47, -0.76, 0.55, 1.41, -0.76, -0.81, 0.00, 0.31, -1.33, 0.18, 0.76, -0.75, -0.33, -0.48, -0.19, -0.44, -0.20, -1.09, -0.14, -0.73, 0.23, -0.45, 0.47, 0.34, 0.22, 0.38, 0.41, 0.42, 0.31, 0.46, 0.46, 0.17, 0.37, 0.41, 0.46, 0.47, 0.35, 0.37, 0.38, 0.36, 0.26, 0.17, 0.37]}



{"formula": "C42H56N4O11S2", "method": "wB97M-V/def2-TZVPD", "smiles": "CCCCCCCCCCCCCC[C@@H]1CC[C@@H](S)OS1(=O)=O.O=[N+]([O-])c1ccccc1.O=[N+]([O-])c1ccccc1.O=[N+]([O-])c1ccccc1.O=[N+]([O-])c1ccccc1", "homo_ha": -0.356, "multiplicity": 1, "gap_ev": 8.9, "elements": ["C", "C", "C", "C", "C", "C", "C", "C", "C", "C", "C", "C", "C", "C", "C", "C", "C", "C", "S", "O", "S", "O", "O", "H", "H", "H", "H", "H", "H", "H", "H", "H", "H", "H", "H", "H", "H", "H", "H", "H", "H", "H", "H", "H", "H", "H", "H", "H", "H", "H", "H", "H", "H", "H", "H", "H", "H", "H", "H", "O", "N", "O", "C", "C", "C", "C", "C", "C", "H", "H", "H", "H", "H", "O", "N", "O", "C", "C", "C", "C", "C", "C", "H", "H", "H", "H", "H", "O", "N", "O", "C", "C", "C", "C", "C", "C", "H", "H", "H", "H", "H", "O", "N", "O", "C", "C", "C", "C", "C", "C", "H", "H", "H", "H", "H"], "positions_angstrom": [[1.225858, 0.667045, 0.861123], [0.889737, 0.841256, -0.618470], [-0.201917, 1.870671, -0.933364], [-1.490660, 1.718608, -0.125454], [-2.304001, 3.027549, 0.023799], [-2.489297, 3.512242, 1.475050], [-3.849498, 4.189183, 1.692698], [-4.914658, 3.144912, 2.089716], [-6.060902, 2.945631, 1.090600], [-6.508877, 1.478665, 1.097858], [-5.618373, 0.634265, 0.175461], [-6.198170, -0.741303, -0.102607], [-5.373292, -1.563520, -1.095957], [-3.859607, -1.558197, -0.850999], [-3.484943, -2.136198, 0.527011], [-2.565447, -1.229994, 1.369479], [-1.703061, -1.999232, 2.381299], [-2.294403, -3.326841, 2.804102], [-3.861549, -3.166259, 3.728854], [-2.428816, -4.265904, 1.726377], [-2.664034, -3.693633, 0.248823], [-3.571931, -4.586942, -0.398906], [-1.401288, -3.466350, -0.379961], [1.821423, -0.242359, 0.964129], [0.360444, 0.528775, 1.501949], [1.856359, 1.477862, 1.224572], [1.803314, 1.179052, -1.109251], [0.660621, -0.134278, -1.052092], [0.206853, 2.879657, -0.854446], [-0.458990, 1.741725, -1.988576], [-2.136847, 1.004161, -0.638318], [-1.282949, 1.351365, 0.875199], [-1.781735, 3.828969, -0.501830], [-3.276545, 2.935352, -0.461804], [-2.391211, 2.686532, 2.180592], [-1.691603, 4.221186, 1.702594], [-3.753119, 4.920377, 2.493327], [-4.160725, 4.685331, 0.774024], [-4.433348, 2.175358, 2.234240], [-5.319377, 3.427633, 3.062283], [-6.889369, 3.616731, 1.311289], [-5.689605, 3.172515, 0.089503], [-6.372597, 1.086538, 2.107329], [-7.549630, 1.383846, 0.790361], [-4.647173, 0.536625, 0.664356], [-5.443557, 1.165079, -0.764762], [-6.290500, -1.280594, 0.845666], [-7.212219, -0.647045, -0.492526], [-5.692882, -2.605798, -1.100648], [-5.554905, -1.156840, -2.092825], [-3.433447, -2.211164, -1.612614], [-3.416812, -0.573908, -0.983324], [-4.366208, -2.381022, 1.115859], [-3.162106, -0.477802, 1.882965], [-1.892444, -0.693014, 0.702412], [-0.688041, -2.151244, 2.019826], [-1.610736, -1.408387, 3.293025], [-1.618664, -3.798139, 3.511565], [-4.113005, -1.866803, 3.527152], [3.241033, -2.336018, 2.602336], [3.012119, -1.438788, 3.384924], [1.899754, -1.036173, 3.662465], [4.152460, -0.786800, 4.044103], [5.433572, -1.193130, 3.720925], [6.503342, -0.563764, 4.334900], [6.279425, 0.450510, 5.256757], [4.983808, 0.837538, 5.571814], [3.905916, 0.217582, 4.962011], [5.594356, -1.982604, 3.002480], [7.512962, -0.863875, 4.091526], [7.118470, 0.942176, 5.730709], [4.810947, 1.625301, 6.291517], [2.894123, 0.512057, 5.198415], [-0.650046, -0.945019, 9.180962], [-0.130287, -1.047368, 8.089986], [0.428896, -0.143126, 7.504315], [-0.179621, -2.362738, 7.429528], [-0.833131, -3.405754, 8.059281], [-0.887054, -4.635527, 7.423590], [-0.290430, -4.805476, 6.180350], [0.366204, -3.745507, 5.568709], [0.423428, -2.511332, 6.195801], [-1.292315, -3.262275, 9.025622], [-1.397034, -5.461900, 7.898896], [-0.338342, -5.767223, 5.686563], [0.832124, -3.874673, 4.600741], [0.927527, -1.682652, 5.721799], [3.826570, 2.136806, -1.212716], [4.431977, 2.985149, -1.837889], [5.038160, 3.907878, -1.336934], [4.417149, 2.884125, -3.304732], [3.699220, 1.860673, -3.895156], [3.673021, 1.780606, -5.277748], [4.359527, 2.710975, -6.048033], [5.079839, 3.726018, -5.430872], [5.111935, 3.819381, -4.049221], [3.169037, 1.140899, -3.289259], [3.112876, 0.988126, -5.755850], [4.335299, 2.640974, -7.129684], [5.618158, 4.447893, -6.029276], [5.667051, 4.605805, -3.560523], [4.833286, 1.862044, -9.048615], [5.225298, 0.713352, -9.144112], [6.262313, 0.304645, -8.672524], [4.377022, -0.239588, -9.875023], [3.201835, 0.211868, -10.446361], [2.414567, -0.688375, -11.144946], [2.807974, -2.015069, -11.259528], [3.989324, -2.448261, -10.672247], [4.785561, -1.556549, -9.973046], [2.906172, 1.245586, -10.350321], [1.493959, -0.353096, -11.601682], [2.191818, -2.714006, -11.809111], [4.292575, -3.482094, -10.760051], [5.706738, -1.881130, -9.513293]], "forces_ev_per_a": [[0.5, -0.4, -0.3], [0.1, 0.2, 0.1], [0.0, -0.4, -0.2], [-0.3, 0.8, -0.3], [0.3, 0.0, 0.2], [0.0, 0.4, -0.4], [0.1, -0.7, 0.4], [-0.1, 0.4, -0.1], [0.2, -0.4, 0.2], [0.4, 0.2, -0.4], [-0.3, 0.1, 0.2], [0.3, -0.3, 0.1], [0.2, 0.3, 0.1], [-0.4, -0.6, 0.0], [0.5, 0.4, 0.3], [0.4, -0.3, -0.3], [-0.2, 0.3, 0.4], [0.2, 0.2, 0.4], [-0.2, -0.2, 0.2], [-0.2, 0.2, -0.2], [-0.4, -0.2, -0.6], [-0.1, -0.1, 0.2], [0.3, 0.2, 0.3], [0.0, 0.0, 0.1], [-0.1, 0.1, 0.1], [-0.2, 0.2, 0.1], [-0.1, -0.1, -0.1], [-0.3, 0.0, 0.0], [0.0, 0.1, 0.3], [0.0, 0.2, -0.1], [0.2, -0.2, 0.2], [0.0, -0.1, 0.0], [-0.1, 0.0, -0.2], [-0.1, -0.1, 0.0], [0.0, -0.1, 0.0], [0.1, -0.1, 0.1], [-0.1, 0.2, -0.1], [0.0, 0.3, 0.0], [0.1, 0.0, 0.0], [-0.1, -0.2, 0.1], [0.0, 0.1, 0.0], [-0.1, 0.2, -0.1], [-0.5, -0.1, 0.1], [-0.1, -0.1, 0.1], [0.1, 0.0, -0.2], [0.0, 0.0, -0.1], [0.0, 0.0, 0.0], [-0.1, 0.0, 0.0], [-0.2, 0.0, 0.0], [0.0, -0.1, -0.1], [0.2, 0.2, -0.2], [0.0, 0.0, 0.1], [-0.1, -0.2, -0.1], [-0.2, 0.0, -0.1], [-0.1, -0.1, 0.0], [0.0, -0.2, -0.2], [0.1, 0.0, 0.0], [0.0, -0.2, -0.1], [0.1, 0.0, -0.1], [0.0, -0.1, 0.0], [0.1, 0.0, 0.0], [-0.2, 0.0, 0.1], [0.1, 0.1, 0.0], [0.1, -0.1, -0.1], [0.0, 0.1, 0.1], [0.0, 0.0, 0.0], [0.1, 0.0, 0.0], [-0.1, 0.1, 0.1], [-0.1, 0.0, 0.0], [0.0, 0.0, 0.0], [0.0, 0.0, 0.0], [0.0, 0.0, 0.0], [0.0, -0.1, -0.1], [0.0, 0.0, 0.1], [0.0, 0.0, 0.0], [0.1, 0.1, -0.1], [0.0, -0.1, -0.1], [-0.1, -0.1, 0.1], [0.0, 0.0, -0.1], [0.0, 0.0, 0.0], [-0.1, -0.1, 0.0], [0.1, 0.1, -0.2], [0.0, 0.1, 0.0], [0.0, 0.0, 0.0], [0.0, 0.0, 0.0], [0.0, 0.0, 0.0], [0.0, 0.1, 0.1], [0.1, 0.0, 0.1], [0.0, 0.0, 0.0], [0.1, 0.1, 0.0], [0.0, 0.0, -0.1], [-0.1, -0.1, 0.0], [0.0, 0.1, 0.0], [-0.1, 0.0, 0.0], [0.0, -0.1, 0.0], [0.1, 0.1, -0.1], [0.0, 0.0, 0.1], [0.0, 0.0, 0.0], [0.0, 0.1, 0.2], [0.0, 0.0, 0.0], [0.0, 0.0, 0.1], [0.0, 0.0, -0.2], [0.0, 0.0, 0.1], [0.1, -0.1, 0.0], [-0.1, -0.1, -0.1], [-0.1, 0.1, 0.0], [0.0, -0.1, 0.0], [0.0, 0.0, 0.0], [-0.1, 0.0, 0.0], [0.1, -0.1, 0.0], [0.1, 0.0, 0.0], [0.0, 0.0, 0.0], [0.0, 0.0, 0.0], [0.0, 0.0, 0.0], [0.0, 0.1, 0.0]], "mulliken_charge": [-1.08, 0.04, -1.12, 1.83, -0.75, -0.82, -1.20, -0.12, -0.74, -1.34, 0.90, -0.79, -1.23, -0.69, 0.23, 0.63, -1.68, 0.40, -0.28, -0.36, 1.37, -0.67, -0.67, 0.30, 0.23, 0.33, -0.08, 0.42, 0.46, 0.32, -1.16, -0.23, 0.41, 0.32, 0.40, 0.41, 0.40, 0.49, -0.08, 0.43, 0.39, 0.41, 0.43, 0.46, -0.61, 0.31, 0.26, 0.50, 0.38, 0.47, 0.68, -0.26, 0.41, 0.06, -0.51, 0.43, 0.63, 0.20, 0.13, -0.65, 1.21, -0.53, 0.14, -0.47, -0.46, -0.44, -0.59, -0.22, 0.47, 0.38, 0.39, 0.39, 0.43, -0.62, 1.04, -0.61, -0.21, -0.48, -0.46, -0.50, -0.41, -0.23, 0.48, 0.39, 0.43, 0.54, 0.63, -0.62, 1.00, -0.61, 0.07, -0.12, -0.61, -0.28, -0.61, -0.40, 0.46, 0.39, 0.45, 0.39, 0.47, -0.65, 1.05, -0.60, 0.17, -0.33, -0.46, -0.42, -0.42, -0.35, 0.44, 0.37, 0.38, 0.37, 0.45]}